No. 1
{"formula": "H40O20", "method": "wB97M-V/def2-TZVPD", "homo_lumo_gap_ev": 10.082, "de_lowest_kj_mol": 755.3, "multiplicity": 1, "e_tot_ev": -41595.197, "e_homo_ev": -10.44, "symbols": ["O", "H", "H", "O", "H", "H", "O", "H", "H", "O", "H", "H", "O", "H", "H", "O", "H", "H", "O", "H", "H", "O", "H", "H", "O", "H", "H", "O", "H", "H", "O", "H", "H", "O", "H", "H", "O", "H", "H", "O", "H", "H", "O", "H", "H", "O", "H", "H", "O", "H", "H", "O", "H", "H", "O", "H", "H", "O", "H", "H"], "xyz": [[-2.475, -2.398, -2.551], [-1.704, -1.868, -2.229], [-2.517, -3.119, -1.866], [0.285, 0.523, 1.586], [0.431, 1.215, 2.278], [0.711, 0.786, 0.723], [-1.588, 5.651, 1.051], [-0.993, 5.694, 1.859], [-2.393, 5.026, 1.286], [1.451, -4.311, 2.713], [1.474, -4.118, 3.714], [1.690, -3.325, 2.360], [-3.188, 2.786, 1.223], [-2.291, 2.501, 1.197], [-3.542, 2.786, 0.412], [3.274, 0.522, 3.306], [3.237, 0.582, 4.147], [2.627, -0.013, 2.842], [-1.617, -3.336, 3.269], [-1.637, -4.024, 3.961], [-0.537, -3.220, 3.098], [-1.253, 1.101, 3.491], [-1.735, 0.214, 3.696], [-1.943, 1.641, 3.255], [-2.468, -2.850, 1.005], [-2.121, -2.266, 1.692], [-2.636, -3.642, 1.610], [2.152, -0.653, -4.951], [2.656, -1.354, -4.590], [2.610, -0.232, -5.619], [0.485, 0.891, -1.420], [1.313, 0.861, -1.884], [-0.258, 0.757, -2.059], [1.478, -1.732, 1.936], [1.650, -1.038, 1.212], [0.830, -1.203, 2.430], [0.253, 1.893, -4.369], [1.264, 1.954, -4.248], [0.192, 2.709, -4.983], [-2.247, 2.366, -1.942], [-1.582, 2.094, -2.584], [-2.186, 1.716, -1.106], [3.388, 0.829, -2.309], [2.859, 1.080, -1.571], [2.963, -0.020, -2.862], [-1.018, -0.094, -3.426], [-0.402, -0.164, -4.113], [-1.647, 0.428, -3.675], [-3.884, 2.630, 4.043], [-3.181, 2.087, 4.455], [-3.611, 2.865, 3.107], [-0.119, -4.176, 0.329], [-0.967, -3.694, 0.038], [-0.623, -4.886, 0.698], [3.048, -2.929, -3.014], [3.480, -2.100, -3.039], [2.643, -2.903, -2.148], [3.286, 2.940, -0.782], [3.766, 2.756, 0.060], [2.868, 3.785, -0.750]]}



No. 2
{"formula": "C3H3PS", "method": "wB97M-V/def2-TZVPD", "homo_lumo_gap_ev": [6.212, 6.211], "de_lowest_kj_mol": 101.7, "multiplicity": 1, "e_tot_ev": -23280.394, "e_homo_ev": [-7.50, -7.50], "symbols": ["C", "C", "C", "P", "S", "H", "H", "H"], "xyz": [[-0.171, -0.419, -0.085], [-1.101, -0.447, 0.891], [0.809, 0.658, -0.409], [-0.481, -1.935, -0.880], [-2.212, -0.645, 1.968], [1.472, 0.309, -1.195], [1.401, 0.932, 0.464], [0.282, 1.546, -0.753]]}



No. 3
{"formula": "C5H11ClF3IrSn", "method": "wB97M-V/def2-TZVPD", "homo_lumo_gap_ev": [4.122, 5.593], "de_lowest_kj_mol": 425.1, "multiplicity": 5, "e_tot_ev": -34697.438, "e_homo_ev": [-6.28, -9.43], "symbols": ["Ir", "Cl", "C", "H", "H", "H", "Sn", "C", "C", "C", "H", "H", "H", "H", "H", "H", "H", "H", "F", "C", "F", "F"], "xyz": [[-1.047, 1.339, 0.603], [-2.268, 3.290, 0.280], [-2.159, -0.386, 1.001], [-1.690, -1.389, 1.190], [-2.870, -0.349, 0.142], [-2.644, -0.009, 1.935], [0.698, -0.764, -0.850], [2.479, 0.167, -1.892], [-1.055, 0.137, -2.078], [1.625, -2.887, 0.609], [-1.795, -0.665, -2.262], [-1.446, 1.001, -1.448], [-0.623, 0.504, -3.023], [3.336, -0.525, -1.943], [2.257, 0.582, -2.888], [2.675, 0.972, -1.164], [0.527, -2.657, 0.963], [1.914, -1.837, 1.068], [0.018, 1.870, 3.076], [0.256, 0.898, 2.092], [1.621, 1.027, 1.831], [0.191, -0.322, 2.758]]}



No. 4
{"formula": "C7H12N3O2", "method": "wB97M-V/def2-TZVPD", "homo_lumo_gap_ev": 9.887, "smiles": "CC(C)C#[N+][C@H](C)[NH+]=C=[N+]([O-])[O-]", "de_lowest_kj_mol": 732.8, "multiplicity": 1, "e_tot_ev": -16004.351, "charge": 1, "e_homo_ev": -14.41, "symbols": ["C", "C", "C", "C", "N", "C", "C", "N", "C", "N", "O", "O", "H", "H", "H", "H", "H", "H", "H", "H", "H", "H", "H", "H"], "xyz": [[2.005, -1.358, -0.904], [0.528, -1.609, -0.561], [0.368, -1.949, 0.971], [-0.064, -0.249, -0.704], [-0.081, 0.912, -0.669], [-1.120, 1.876, -0.566], [-0.850, 2.747, 0.642], [-2.440, 1.150, -0.443], [-2.524, -0.135, -0.591], [-3.635, -0.846, -0.120], [-3.525, -0.850, 1.126], [-4.484, -1.425, -0.747], [2.053, -1.497, -1.888], [2.515, -2.107, -0.482], [2.426, -0.418, -0.473], [-0.118, -2.223, -1.083], [0.571, -3.093, 0.936], [-0.618, -1.762, 1.525], [1.124, -1.537, 1.454], [-1.011, 2.247, -1.617], [-1.457, 3.712, 0.466], [0.136, 2.920, 0.496], [-0.952, 2.098, 1.447], [-3.173, 1.687, -0.109]]}



No. 5
{"formula": "C4H27NO9", "method": "wB97M-V/def2-TZVPD", "homo_lumo_gap_ev": [10.386, 4.099], "de_lowest_kj_mol": 303.2, "multiplicity": 2, "e_tot_ev": -24493.863, "charge": 1, "e_homo_ev": [-13.62, -13.55], "symbols": ["C", "C", "C", "O", "C", "N", "H", "H", "H", "H", "H", "H", "H", "H", "H", "H", "H", "O", "H", "H", "O", "H", "H", "O", "H", "H", "O", "H", "H", "O", "H", "H", "O", "H", "H", "O", "H", "H", "O", "H", "H"], "xyz": [[4.009, -2.061, -1.094], [2.817, -1.835, -0.162], [1.859, -0.704, -0.555], [2.506, 0.546, -0.333], [1.749, 1.662, -0.854], [2.142, -3.113, -0.107], [4.653, -1.183, -1.156], [3.695, -2.200, -2.129], [4.634, -2.915, -0.834], [3.161, -1.689, 0.862], [0.951, -0.731, 0.048], [1.607, -0.874, -1.602], [0.825, 1.885, -0.321], [1.394, 1.348, -1.835], [2.353, 2.568, -0.872], [1.295, -2.995, 0.431], [1.729, -3.331, -1.003], [-0.501, 3.427, 1.629], [-1.285, 2.911, 1.819], [-0.294, 3.861, 2.456], [-1.498, -1.937, 2.673], [-1.205, -1.081, 2.363], [-0.842, -2.196, 3.321], [-3.256, 1.971, 1.841], [-2.987, 1.679, 0.970], [-3.464, 1.164, 2.311], [-1.320, -1.002, -2.179], [-2.189, -1.272, -1.882], [-0.770, -1.774, -2.045], [-1.099, 3.855, -1.122], [-0.666, 3.982, -0.277], [-1.535, 3.006, -1.043], [-0.469, 0.354, 1.859], [0.429, 0.663, 1.739], [-0.774, 0.801, 2.648], [-3.809, -1.504, -1.492], [-4.411, -0.830, -1.807], [-4.269, -2.329, -1.648], [-1.969, 0.926, -0.224], [-1.820, 0.249, -0.884], [-1.374, 0.699, 0.491]]}



No. 6
{"formula": "C40H39CsN9O6PSSe", "method": "wB97M-V/def2-TZVPD", "homo_lumo_gap_ev": 5.402, "de_lowest_kj_mol": 0.0, "multiplicity": 1, "e_tot_ev": -153830.470, "charge": -2, "e_homo_ev": -2.33, "symbols": ["Cs", "O", "C", "C", "C", "N", "C", "C", "C", "O", "O", "C", "O", "O", "H", "H", "H", "S", "C", "C", "C", "C", "C", "C", "C", "C", "C", "N", "H", "H", "H", "H", "H", "H", "Se", "N", "C", "C", "C", "C", "C", "N", "C", "C", "N", "C", "C", "C", "C", "C", "N", "H", "H", "H", "H", "H", "H", "O", "P", "N", "C", "C", "C", "C", "N", "C", "C", "C", "C", "N", "C", "C", "C", "C", "H", "H", "H", "H", "H", "H", "H", "H", "H", "H", "H", "H", "H", "H", "H", "H", "H", "H", "H", "H", "H", "H", "H", "H"], "xyz": [[-1.150, -1.949, -1.059], [-7.799, 0.490, 0.487], [-6.455, 0.329, 0.748], [-5.918, -0.430, 1.766], [-4.492, -0.568, 1.812], [-3.666, -0.149, 0.852], [-4.231, 0.690, -0.086], [-5.558, 0.972, -0.106], [-3.412, 1.329, -1.293], [-3.879, 2.405, -1.719], [-2.518, 0.647, -1.744], [-4.040, -1.359, 3.073], [-4.225, -2.619, 3.016], [-3.559, -0.713, 4.028], [-8.319, -0.059, 1.087], [-6.463, -1.026, 2.429], [-5.917, 1.712, -0.814], [2.251, -2.755, -5.639], [1.064, -3.942, -5.934], [0.179, -4.047, -4.874], [0.441, -3.211, -3.762], [1.545, -2.418, -4.058], [2.282, -1.518, -3.176], [3.200, -0.579, -3.613], [3.869, 0.275, -2.718], [3.714, 0.102, -1.364], [2.789, -0.912, -1.009], [2.075, -1.659, -1.809], [1.034, -4.442, -6.870], [-0.647, -4.709, -4.859], [3.414, -0.415, -4.674], [4.479, 1.041, -3.192], [4.151, 0.787, -0.655], [2.593, -1.127, 0.066], [2.771, -8.581, 4.273], [1.451, -7.410, 4.496], [1.280, -6.752, 3.393], [0.248, -5.726, 3.222], [-0.638, -5.406, 4.251], [-1.660, -4.549, 3.950], [-1.753, -4.060, 2.621], [-0.882, -4.340, 1.683], [0.113, -5.178, 1.971], [1.112, -5.410, 0.929], [1.011, -4.679, -0.212], [1.929, -4.762, -1.141], [3.017, -5.650, -1.008], [3.107, -6.442, 0.117], [2.142, -6.320, 1.099], [2.231, -7.066, 2.359], [3.109, -7.959, 2.585], [-0.452, -5.860, 5.197], [-2.450, -4.249, 4.665], [-2.591, -3.426, 2.365], [1.961, -4.015, -1.941], [3.820, -5.641, -1.746], [3.949, -7.147, 0.232], [2.200, 2.186, 0.143], [1.053, 3.177, 0.027], [0.360, 3.017, -1.426], [-0.487, 4.032, -2.092], [-0.213, 3.837, -3.596], [0.790, 2.631, -3.707], [0.637, 1.946, -2.352], [-0.178, 3.219, 1.087], [-0.106, 3.372, 2.506], [-1.567, 3.502, 2.943], [-2.449, 2.998, 1.787], [-1.395, 2.468, 0.806], [1.750, 4.694, 0.247], [3.256, 4.855, 0.287], [3.512, 6.048, 1.261], [2.218, 6.192, 1.954], [1.157, 5.868, 0.887], [-0.206, 5.084, -1.856], [-1.500, 3.848, -1.858], [0.236, 4.790, -3.927], [-1.139, 3.569, -4.174], [1.838, 3.011, -3.803], [0.545, 1.903, -4.482], [1.584, 1.458, -2.016], [-0.145, 1.233, -2.331], [0.466, 4.309, 2.757], [0.412, 2.572, 2.937], [-1.823, 4.558, 3.171], [-1.811, 2.931, 3.824], [-3.013, 3.786, 1.305], [-3.154, 2.224, 2.029], [-1.710, 2.591, -0.242], [-1.332, 1.424, 0.942], [3.687, 5.197, -0.706], [3.681, 3.924, 0.637], [3.697, 6.925, 0.618], [4.300, 5.934, 1.965], [2.008, 7.215, 2.399], [2.023, 5.544, 2.826], [1.002, 6.718, 0.177], [0.157, 5.665, 1.351]]}



Question: What is the formula in the fourth record?
Answer: C7H12N3O2